No. 1
Computed, not measured: a structure of composition C22H24EuN2O3PS3SbTe at a distorted geometry, with ωB97M-V with the def2-TZVPD basis set.

Values from the calculation:
**Energy relative to the best compared isomer or geometry (same formula, charge and spin)**: 0.340 eV
**Energy**: -107289.0413 eV
**Highest occupied orbital energy (spin up / spin down)**: -2.98 / -2.99 eV
**2S+1**: 7
**LUMO (spin up / spin down)**: 2.19 / 2.20 eV
**Net charge**: -1
**Orbital gap (spin up / spin down)**: 5.2 / 5.2 eV
**<S²>**: 12.022

Geometry (Å):
1 H 1.019 -1.272 -3.976
2 S 4.869 1.242 -0.044
3 H -1.669 -1.282 2.880
4 C -0.705 -1.727 2.672
5 H -0.569 -3.036 -4.718
6 H 3.555 4.126 3.158
7 C 1.735 3.431 2.211
8 C -0.849 3.705 1.154
9 C 2.890 0.959 2.171
10 C -3.416 -1.747 -3.466
11 C 1.119 4.715 2.106
12 N -0.946 1.304 0.898
13 C -0.611 -2.798 1.779
14 O 0.219 -2.052 -2.236
15 C 1.074 2.294 1.749
16 C 0.428 -1.293 3.354
17 C -2.156 3.794 0.643
18 H -3.847 -2.667 -3.862
19 N 1.645 1.057 1.761
20 C -4.396 -1.052 -2.546
21 H -3.144 -1.090 -4.293
22 H 1.086 -3.510 -5.144
23 H 4.621 1.873 3.069
24 O -1.326 -1.167 -0.648
25 P -1.132 -1.158 -2.169
26 C -0.274 2.429 1.250
27 H -5.305 -0.808 -3.101
28 C -2.825 2.656 0.294
29 H 0.697 -4.236 0.860
30 C 1.651 -1.926 3.147
31 C 3.607 2.038 2.734
32 H 0.282 -4.241 -3.741
33 H -2.684 0.502 0.199
34 H -2.614 4.771 0.536
35 H -4.656 -1.690 -1.698
36 H 2.705 -3.442 2.051
37 S 1.458 1.230 -1.502
38 C 0.620 -3.400 1.542
39 Te -1.071 0.893 -3.367
40 C -2.176 1.424 0.451
41 Eu 0.663 -0.649 0.113
42 H 0.345 -0.495 4.080
43 H -0.577 5.830 1.481
44 O -2.230 -2.161 -2.785
45 C -0.116 4.855 1.581
46 S 2.935 -1.897 -0.398
47 C 0.402 -3.320 -4.314
48 H 1.982 -2.478 -3.102
49 Sb 3.670 0.058 -1.649
50 C 0.981 -2.224 -3.444
51 H 2.522 -1.615 3.708
52 H -3.829 2.686 -0.105
53 H -1.502 -3.177 1.298
54 H -3.962 -0.122 -2.174
55 C 3.034 3.265 2.756
56 H 3.339 -0.025 2.125
57 C 1.756 -2.961 2.228
58 H 1.678 5.582 2.441


No. 2
Computed, not measured: a structure of composition C22H29AsBF9N8O2Pt at a distorted geometry, with ωB97M-V with the def2-TZVPD basis set.

Values from the calculation:
**Energy relative to the best compared isomer or geometry (same formula, charge and spin)**: 2.424 eV
**Energy**: -128491.7810 eV
**Highest occupied orbital energy (spin up / spin down)**: -16.14 / -16.14 eV
**2S+1**: 2
**LUMO (spin up / spin down)**: -12.24 / -12.23 eV
**Net charge**: +3
**Orbital gap (spin up / spin down)**: 3.9 / 3.9 eV
**<S²>**: 0.753

Geometry (Å):
1 C 1.154 -3.357 -1.645
2 O -1.432 1.245 -0.632
3 F -2.395 0.262 -3.076
4 H -0.219 3.973 -4.353
5 H -2.945 -4.475 3.238
6 H 4.218 3.213 -0.028
7 H 1.605 1.235 2.065
8 H -3.224 -1.942 2.271
9 C -2.793 1.407 -1.033
10 H -1.373 3.739 0.773
11 H 3.700 -2.531 2.089
12 H 2.149 3.942 -1.235
13 C 0.641 -2.678 -2.737
14 Pt -0.797 -0.577 0.563
15 F -2.269 3.736 -1.251
16 H -0.389 -5.174 2.531
17 H 4.087 -6.161 2.405
18 N 1.774 -1.910 1.554
19 H 2.946 3.484 1.153
20 H 1.832 -4.193 -1.597
21 C 3.030 -1.695 1.974
22 C 2.295 2.910 -0.846
23 C 3.247 2.852 0.318
24 C 1.953 0.221 1.947
25 F -3.459 0.251 0.968
26 N -1.218 -2.218 1.646
27 C -0.148 -1.679 -2.201
28 C 2.371 -6.566 1.002
29 H 2.396 -7.625 0.806
30 H -0.728 -0.927 -2.695
31 N 1.112 -0.732 1.532
32 H -0.990 0.224 3.069
33 H 1.003 4.595 -3.252
34 C -0.016 5.381 0.186
35 C -3.721 1.362 0.231
36 F -3.101 -0.917 -1.407
37 C 1.449 -5.652 0.541
38 N -0.344 -3.236 1.714
39 H 0.599 -5.780 -0.112
40 B 1.030 -3.157 0.980
41 H -0.384 6.002 1.005
42 H 0.877 2.111 -3.043
43 H 2.598 2.263 -1.668
44 C -0.320 3.934 0.621
45 H 1.049 5.584 0.080
46 O -1.213 0.676 2.237
47 C 0.029 4.113 -3.299
48 N -0.120 -1.765 -0.861
49 H 0.230 3.655 1.521
50 H -0.733 4.760 -2.875
51 C -3.212 0.273 -2.017
52 H 0.813 -2.890 -3.778
53 F -3.412 2.405 1.024
54 F -5.000 1.358 -0.022
55 H -0.879 2.157 -2.880
56 C -3.093 2.789 -1.749
57 H 4.060 0.136 2.644
58 H 3.390 1.828 0.648
59 N 2.878 -4.559 1.896
60 H -0.546 5.673 -0.717
61 C -2.218 -3.888 2.705
62 H -2.132 0.975 2.323
63 F -4.328 3.186 -1.547
64 N 1.776 -4.433 1.080
65 C -0.928 -4.256 2.357
66 F -2.875 2.737 -3.058
67 C 3.232 -5.819 1.845
68 C -2.370 -2.598 2.226
69 As 0.346 2.753 -0.763
70 F -4.447 0.436 -2.435
71 C 0.032 2.700 -2.685
72 N 0.690 -2.800 -0.520
73 C 3.182 -0.344 2.246


No. 3
Computed, not measured: a structure of composition C26H25BN12S2V at a distorted geometry, with ωB97M-V with the def2-TZVPD basis set.

Values from the calculation:
**Energy relative to the best compared isomer or geometry (same formula, charge and spin)**: 1.450 eV
**Energy**: -93271.5507 eV
**Highest occupied orbital energy (spin up / spin down)**: -13.55 / -13.55 eV
**2S+1**: 4
**LUMO (spin up / spin down)**: -6.08 / -9.80 eV
**Net charge**: +2
**Orbital gap (spin up / spin down)**: 7.5 / 3.8 eV
**<S²>**: 3.776

Geometry (Å):
1 C -2.533 5.172 0.037
2 N 1.112 -1.796 -0.103
3 V 0.326 0.120 0.390
4 C -0.336 0.623 -3.638
5 C -1.347 -3.984 -3.053
6 N 3.474 0.638 0.135
7 H -1.725 2.151 -1.295
8 H -1.531 -1.220 -3.983
9 C 0.774 0.973 3.032
10 H -4.579 -4.032 -3.368
11 H -2.956 4.204 -1.827
12 H -4.066 -1.603 2.378
13 H 0.863 1.882 -2.234
14 C -1.930 5.078 1.277
15 H 3.670 4.632 -1.692
16 C 1.017 1.057 4.410
17 N 4.122 3.742 -1.553
18 C -2.137 -0.657 1.864
19 C -1.112 2.862 0.649
20 C -2.462 4.117 -0.872
21 C 2.188 -2.496 0.249
22 C -0.937 -0.591 -3.351
23 C 1.952 -1.141 4.381
24 N -0.665 -0.902 -2.077
25 H 2.421 -1.973 4.886
26 H 0.192 -4.768 -0.926
27 H 5.043 3.622 -1.943
28 C 1.135 -0.185 2.325
29 H -0.361 1.156 -4.566
30 N -1.818 -3.118 -2.113
31 C 0.298 0.992 -2.456
32 N -0.362 1.814 1.110
33 H -1.887 -0.011 2.687
34 H 1.798 0.073 6.139
35 H -3.075 6.066 -0.227
36 C 0.058 2.015 2.340
37 C 3.519 2.809 -0.823
38 N 0.086 0.058 -1.529
39 C -3.252 -1.471 1.698
40 C 1.690 -1.238 3.013
41 C -2.424 -4.518 -3.718
42 S -0.387 3.528 3.045
43 N 0.238 -2.670 -0.635
44 N 4.133 1.641 -0.594
45 C 0.739 -3.914 -0.581
46 H -3.690 -2.764 -0.072
47 H 1.928 -2.170 2.522
48 H 5.098 1.504 -0.880
49 B -1.078 -2.143 -1.243
50 C -1.228 3.921 1.573
51 H 3.785 -0.270 -0.204
52 N -1.338 -0.777 0.806
53 C 1.999 -3.848 -0.022
54 C -3.544 -3.905 -3.132
55 N -3.158 -3.070 -2.201
56 N -1.904 -1.647 -0.042
57 H 2.674 -4.654 0.167
58 S 1.993 3.071 -0.168
59 H 3.684 0.720 1.133
60 C -3.064 -2.084 0.472
61 H -2.003 5.874 1.999
62 C 1.618 0.010 5.075
63 H 3.055 -2.022 0.667
64 H -2.425 -5.238 -4.506
65 C -1.765 2.963 -0.583
66 H -0.298 -4.150 -3.189
67 H 0.694 1.943 4.943


No. 4
Computed, not measured: a cluster of 2 separate species, C3H10NOS in total at a distorted geometry, with ωB97M-V with the def2-TZVPD basis set.

Values from the calculation:
**Energy relative to the best compared isomer or geometry (same formula, charge and spin)**: 2.058 eV
**Energy**: -17645.3845 eV
**Highest occupied orbital energy**: -2.70 eV
**LUMO**: 3.46 eV
**Net charge**: -1
**Orbital gap**: 6.2 eV

Geometry (Å):
1 O -0.029 -1.093 -0.744
2 C 0.698 -2.141 -1.021
3 H -2.472 2.366 0.034
4 H -1.205 2.884 -1.101
5 H 0.189 -3.140 -0.915
6 H -1.262 3.495 0.557
7 N 1.981 -2.248 -0.177
8 S -0.123 1.640 2.223
9 H 1.651 -2.669 0.699
10 H -0.274 0.326 2.429
11 H -1.120 0.527 0.382
12 C -0.562 1.448 0.449
13 C -1.420 2.611 -0.070
14 H 0.280 1.215 -0.176
15 H 1.123 -2.179 -2.066
16 H 2.543 -3.044 -0.503


Q: The highest energy belongs to which entry?
A: C3H10NOS


Q: What is the energy relative to the best compared isomer or geometry (same formula, charge and spin) in the fourth record?
A: 2.058 eV


Q: energy relative to the best compared isomer or geometry (same formula, charge and spin) of number 1 (C22H24EuN2O3PS3SbTe)?
A: 0.340 eV